(1)
This record from the OMol25 dataset describes 2 unconnected molecules or ions with the total composition H3NO3Si. The level of theory is ωB97M-V/def2-TZVPD.

Calculated values
- Structure (SMILES): O=[SiH2].O=NO
- E_HOMO: -0.3592 Eh
- Net charge: 0

The geometry in XYZ format:
```
8
Properties=species:S:1:pos:R:3:mulliken_charge:R:1
O 0.83074 -0.56837 -0.42420 -0.430
Si 2.05303 -0.28060 0.41822 0.528
H 3.41252 -0.45143 0.06024 -0.062
H 1.57751 0.21684 1.63639 -0.071
O -2.85072 1.23324 -1.25170 -0.386
N -1.87625 0.57344 -0.95261 0.301
O -2.06800 -0.24841 0.15528 -0.341
H -1.07884 -0.47471 0.35837 0.460
```

(2)
This record from the OMol25 dataset describes H3NO3Si in the gas phase. The level of theory is ωB97M-V/def2-TZVPD.

Calculated values
- 2S+1: 3
- ⟨S²⟩: 2.012
- E_HOMO (alpha / beta): -0.2869 / -0.3832 Eh
- Net charge: 0

The geometry in XYZ format:
```
8
Properties=species:S:1:pos:R:3:mulliken_charge:R:1
N 0.51540 -0.96704 0.66837 0.634
O 1.35777 -1.56034 0.03016 -0.491
O -0.33598 -1.43389 1.45441 -0.467
O -1.15038 0.63163 -1.07387 -0.424
Si 0.08947 0.72724 -0.06473 0.550
H -1.56486 -0.20792 -1.38673 0.365
H 1.30276 1.21554 -0.69055 -0.081
H -0.21417 1.59478 1.06295 -0.085
```

(3)
This record from the OMol25 dataset describes 2 unconnected molecules or ions with the total composition H3NS2. The level of theory is ωB97M-V/def2-TZVPD.

Calculated values
- E_HOMO (alpha / beta): -0.3110 / -0.3124 Eh
- Net charge: 0

The geometry in XYZ format:
```
6
Properties=species:S:1:pos:R:3:mulliken_charge:R:1
N 1.47524 -0.09033 0.19489 -0.398
S -2.25733 -0.21294 0.04913 -0.384
S 0.93983 -1.58328 -0.33514 0.076
H 0.94905 0.16985 1.01300 0.304
H 1.34396 0.76069 -0.36957 0.298
H -2.45075 0.95601 -0.55231 0.104
```

(4)
This record from the OMol25 dataset describes 2 unconnected molecules or ions with the total composition H3O2PS. The level of theory is ωB97M-V/def2-TZVPD.

Calculated values
- E_HOMO (alpha / beta): -0.3540 / -0.3275 Eh
- Net charge: 0

The geometry in XYZ format:
```
7
Properties=species:S:1:pos:R:3:mulliken_charge:R:1
O -0.33588 -0.96339 -0.77215 -0.377
O 0.11990 1.54338 -0.41480 -0.369
P 0.50322 0.08025 0.10020 0.291
S 2.46353 0.01933 0.31951 -0.315
H -0.53022 -1.88718 -0.49784 0.382
H -0.84342 1.40653 -0.34203 0.380
H -1.37714 -0.19892 1.60711 0.008
```

(5)
This record from the OMol25 dataset describes 2 unconnected molecules or ions with the total composition H3O2SSi. The level of theory is ωB97M-V/def2-TZVPD.

Calculated values
- E_HOMO: -0.1018 Eh
- Net charge: -1

The geometry in XYZ format:
```
7
Properties=species:S:1:pos:R:3:mulliken_charge:R:1
O 2.22463 0.89190 0.87177 -0.494
O -1.98620 0.78611 1.03716 -0.638
Si 1.37312 0.09770 -0.08928 0.412
S -1.70748 0.23713 -0.41334 -0.181
H -2.29318 -1.09665 -0.41842 0.056
H 1.44892 0.29913 -1.60597 -0.088
H 0.94019 -1.21532 0.61808 -0.066
```

(6)
This record from the OMol25 dataset describes 2 unconnected molecules or ions with the total composition H3O4PS. The level of theory is ωB97M-V/def2-TZVPD.

Calculated values
- Structure (SMILES): O=[P@@]1(O)OS1.O
- E_HOMO: -0.3559 Eh
- Net charge: 0

The geometry in XYZ format:
```
9
Properties=species:S:1:pos:R:3:mulliken_charge:R:1
O 0.27586 -1.59595 0.10741 -0.581
P 0.73777 -0.28913 0.56234 0.991
O -0.27552 0.66603 1.29576 -0.457
O 2.11459 -0.15528 1.33809 -0.309
S 2.34367 0.78982 -0.19323 -0.066
H -1.09291 0.55856 0.79178 0.437
O -1.51447 0.12152 -0.96216 -0.697
H -1.60392 -0.74701 -1.36639 0.349
H -0.98508 0.65144 -1.57361 0.333
```

(7)
This record from the OMol25 dataset describes a gas-phase ion, H3O4PSi (charge -2). The level of theory is ωB97M-V/def2-TZVPD.

Calculated values
- Structure (SMILES): O=P([O-])([O-])[SiH2]O
- E_HOMO: 0.0091 Eh
- Net charge: -2

The geometry in XYZ format:
```
9
Properties=species:S:1:pos:R:3:mulliken_charge:R:1
O 2.04871 0.07725 1.32636 -0.731
P 1.26664 0.15869 0.02664 0.575
O 1.86880 1.18283 -0.89720 -0.725
O 1.03445 -1.29103 -0.66463 -0.825
Si -0.98999 0.35830 0.47574 0.426
O -1.48241 -1.10861 -0.83141 -0.776
H -1.83333 0.34109 1.65709 -0.242
H -1.41614 1.53707 -0.30201 -0.181
H -0.49675 -1.25559 -0.79057 0.479
```

(8)
This record from the OMol25 dataset describes a molecular structure, H3O6SSi. The level of theory is ωB97M-V/def2-TZVPD.

Calculated values
- E_HOMO: -0.1994 Eh
- Net charge: -1

The geometry in XYZ format:
```
11
Properties=species:S:1:pos:R:3:mulliken_charge:R:1
O -0.54303 -1.15191 -1.54048 -0.584
O -1.08998 1.14197 -0.66743 -0.360
O -1.84964 -0.98926 0.66264 -0.609
O 1.67230 1.38404 -0.87102 -0.737
O -0.06230 0.92094 1.57659 -0.717
O 2.30269 -0.99613 0.62599 -0.723
Si 1.58610 0.17471 0.02238 0.802
S -0.72529 -0.29071 0.04353 0.952
H -0.17989 1.37548 -0.85355 0.437
H -0.28201 0.43861 2.35683 0.266
H -0.82894 -2.00775 -1.35547 0.273
```

no.,maximum force (Eh/bohr),E_tot (eV)
1,0.068,-15555.01980
2,0.083,-15554.08295
3,0.049,-23205.49400
4,0.048,-24265.78932
5,0.051,-22856.05067
6,0.025,-28363.39658
7,0.092,-25405.87526
8,0.060,-31047.98391